# C7H17NO2

A molecular structure, C7H17NO2 at a distorted geometry (the ωB97M-V functional and the def2-TZVPD basis, the OMol25 dataset).

XYZ file:
```
27
Properties=species:S:1:pos:R:3:forces:R:3:nbo_charge:R:1
O -2.4459 -0.6509 0.1118 -3.517 3.946 1.086 -0.536
C -2.5523 0.0533 1.3303 0.021 -0.014 0.944 -0.256
C -3.6649 -1.8669 -2.2685 -0.046 -0.140 0.022 -0.610
C -2.8464 0.1555 -0.9856 -0.302 0.404 -0.621 -0.063
C -2.7298 -0.6599 -2.2587 0.279 0.129 -0.460 -0.434
H -1.9090 0.9493 1.3388 -0.180 -0.257 -0.118 0.182
H -3.5916 0.3645 1.5294 0.273 -0.144 -0.158 0.186
H -2.2260 -0.6218 2.1392 -0.111 0.245 -0.384 0.210
H -3.4324 -2.5335 -1.4211 -0.221 0.233 -0.454 0.210
H -3.5541 -2.4377 -3.2058 -0.079 0.189 0.414 0.220
H -4.7137 -1.5372 -2.1793 0.315 -0.184 -0.036 0.202
H -2.2069 1.0577 -1.0370 -0.220 -0.301 0.107 0.182
H -3.8908 0.4913 -0.8378 0.306 -0.138 0.051 0.179
H -1.6788 -0.9910 -2.3646 -0.538 0.174 -0.093 0.228
H -2.9599 0.0075 -3.1114 0.120 -0.250 0.373 0.213
O 1.3138 -2.3744 -0.7774 0.075 0.472 0.016 -0.650
C 0.3450 -1.6741 -0.4988 -0.540 -1.286 0.002 0.658
N -0.8977 -2.2081 -0.3382 2.331 -1.925 -0.483 -0.665
C 0.4307 -0.1745 -0.3089 0.429 0.493 0.003 -0.708
C -1.1219 -3.6323 -0.4917 0.304 -0.110 -0.006 -0.415
H -1.6800 -1.5912 -0.1062 1.170 -1.205 -0.151 0.414
H 0.1189 0.1136 0.7091 0.120 -0.111 -0.409 0.216
H 1.4748 0.1469 -0.4613 -0.496 -0.196 0.063 0.241
H -0.2095 0.3534 -1.0356 0.288 -0.192 0.295 0.211
H -2.1897 -3.8488 -0.3204 0.438 0.095 -0.019 0.185
H -0.5252 -4.2066 0.2368 -0.173 0.087 -0.340 0.202
H -0.8536 -3.9669 -1.5079 -0.044 -0.016 0.359 0.198
```
Forces are in eV/Å.

Values from the calculation:
Net charge: 0
LUMO level in eV: 0.6
Calculated total energy in Ha: -482.10460
HOMO level in eV: -8.66
ΔE to the lowest compared entry with this formula, charge and spin in eV: 2.006

***

# C7H17NO2P

A gas-phase ion, C7H17NO2P (charge +1) at a distorted geometry (the ωB97M-V functional and the def2-TZVPD basis, the OMol25 dataset).

XYZ file:
```
28
Properties=species:S:1:pos:R:3:forces:R:3:nbo_charge:R:1
C -0.4807 2.4375 -1.4435 0.514 2.833 1.224 -0.425
N -0.4296 1.5339 -0.3405 -3.571 0.344 3.591 -0.406
C -1.4440 2.0162 0.7764 3.514 0.256 2.373 -0.401
C -0.8743 0.0992 -0.6584 1.236 0.297 -3.189 0.311
O -2.2863 0.1393 -0.5689 -0.585 -0.502 -1.148 -0.875
P -3.3665 -0.7905 0.4248 1.759 1.762 -2.166 1.664
O -2.3909 -1.0073 1.4580 -0.856 -1.405 2.801 -1.025
C 0.0105 -1.1325 -0.1047 -4.221 2.463 -0.206 -0.122
C 1.2568 -0.8773 -0.7558 4.953 -0.993 -2.460 -0.642
C -0.7898 -2.2205 -0.7878 1.008 -1.781 -2.272 -0.608
C 0.2170 -1.1134 1.3609 1.647 -0.201 2.572 -0.628
H 0.4761 2.5588 -1.8563 1.114 -0.784 -1.523 0.239
H -1.3084 2.1778 -2.0030 -1.264 -0.336 -1.819 0.237
H -0.5973 3.4845 -1.0744 -0.490 -0.724 0.093 0.230
H 0.3260 1.8088 0.2399 1.956 -1.312 0.108 0.451
H -1.6413 1.1395 1.4728 0.187 1.548 -0.963 0.256
H -0.7848 2.8245 1.2927 -1.283 -1.384 -0.311 0.208
H -2.2639 2.5635 0.4430 -1.550 0.219 -1.063 0.232
H -0.5177 0.1614 -1.8203 -1.575 -0.777 2.422 0.211
H 1.2891 -0.9141 -1.8690 -0.621 0.540 0.509 0.231
H 1.9390 -1.7477 -0.6110 -0.245 0.482 0.520 0.257
H 1.8680 0.0056 -0.4100 -0.917 -0.741 -0.229 0.219
H -1.8419 -2.4559 -0.6164 0.116 0.777 0.498 0.210
H -0.7060 -1.8769 -1.8770 -0.368 -1.255 1.128 0.217
H -0.3668 -3.2495 -0.6860 0.314 0.888 -0.169 0.249
H -0.5728 -0.5197 1.8692 1.350 -0.404 -0.111 0.242
H 0.0595 -2.1732 1.7740 0.775 1.580 -0.339 0.255
H 1.3380 -0.6659 1.5496 -2.898 -1.389 0.128 0.215
```
Forces are in eV/Å.

Values from the calculation:
Net charge: +1
LUMO level in eV: -4.5
Calculated total energy in Ha: -823.15475
HOMO level in eV: -14.01
ΔE to the lowest compared entry with this formula, charge and spin in eV: 3.098

***

# C7H17NSi

2 unconnected molecules or ions with the total composition C7H17NSi at a distorted geometry (the ωB97M-V functional and the def2-TZVPD basis, the OMol25 dataset).

XYZ file:
```
26
Properties=species:S:1:pos:R:3:forces:R:3:nbo_charge:R:1
C 3.9172 -2.0580 0.1262 -0.224 0.598 0.419 -0.560
C 2.7591 -1.8296 0.7017 -0.008 0.585 2.450 -0.145
C 1.5367 1.7398 0.6722 -0.061 -1.623 -2.397 -0.613
C -1.9408 1.0701 1.5123 -2.957 -1.202 0.280 -0.611
C -2.5037 -1.1498 -2.0231 1.851 -0.939 0.291 -0.411
C 0.7273 1.4896 -0.6586 -2.834 0.820 1.867 -0.846
C -1.4343 -0.3208 1.0949 -1.776 0.216 -1.223 -0.897
N -1.3957 -0.1903 -1.8604 -0.620 -1.488 2.437 -1.063
Si -0.3662 -0.1409 -0.4458 1.164 0.252 -1.046 1.455
H 4.7895 -1.7226 0.7017 0.055 -0.431 -0.272 0.209
H 4.0529 -2.4329 -0.8702 0.059 -0.054 -0.327 0.211
H 2.6852 -1.5052 1.8321 -0.251 -0.494 -2.388 0.167
H 0.8051 1.6819 1.4142 -0.768 0.033 1.664 0.189
H 2.1610 0.8348 0.7257 0.229 0.566 0.480 0.219
H 2.1012 2.6479 0.7845 0.239 0.355 -0.342 0.211
H -2.6996 1.1144 2.4077 1.483 -0.366 -1.554 0.209
H -1.1507 1.7340 1.7168 0.795 0.965 0.142 0.201
H -2.5116 1.3427 0.6091 0.121 0.860 0.538 0.207
H -2.7692 -1.6509 -1.1163 0.001 0.126 1.032 0.192
H -3.3327 -0.5752 -2.2875 -1.645 0.323 -1.088 0.195
H -2.2577 -2.0513 -2.6330 -0.241 1.043 -0.392 0.189
H 1.3280 1.3609 -1.5258 0.437 0.216 -0.810 0.227
H -0.1396 2.2870 -0.7951 1.962 -1.204 -0.076 0.214
H -2.3011 -1.0018 0.7877 1.054 0.944 0.493 0.231
H -0.9355 -0.8176 1.8584 1.082 -0.967 1.385 0.231
H -1.1248 0.1438 -2.7294 0.853 0.864 -1.562 0.388
```
Forces are in eV/Å.

Values from the calculation:
Net charge: 0
LUMO level (alpha / beta) in eV: 0.3 / 0.0
Calculated total energy in Ha: -620.96716
HOMO level (alpha / beta) in eV: -8.79 / -6.17
ΔE to the lowest compared entry with this formula, charge and spin in eV: 5.665

***

# C7H18

2 unconnected molecules or ions with the total composition C7H18 at a distorted geometry (the ωB97M-V functional and the def2-TZVPD basis, the OMol25 dataset).

XYZ file:
```
25
Properties=species:S:1:pos:R:3:forces:R:3:nbo_charge:R:1
C -1.9209 -1.4868 -0.5483 -0.436 -0.636 -2.051 -0.613
C -1.4477 -0.0553 -0.7981 -0.287 0.161 -0.019 -0.242
C -0.5883 0.2219 -2.0446 0.669 -2.228 0.447 -0.611
C -2.6768 0.8091 -0.8937 -0.811 1.134 0.937 -0.607
H -2.6147 -1.8848 -1.3100 0.298 0.496 -0.499 0.198
H -2.5808 -1.6479 0.2956 0.701 0.293 0.902 0.216
H -1.0668 -2.1442 -0.6431 0.171 -0.470 0.714 0.206
H -0.7924 0.1047 0.0774 -0.750 0.680 -0.512 0.216
H -1.0184 -0.0089 -3.0248 -0.668 0.526 0.257 0.209
H -0.1807 1.2241 -1.9877 0.147 0.064 -0.220 0.214
H 0.2004 -0.5554 -2.0289 0.381 0.709 0.105 0.200
H -2.5918 1.9088 -0.8038 0.661 -0.407 -0.320 0.207
H -3.1904 0.6088 -1.8358 -0.095 -0.088 0.086 0.203
H -3.3410 0.5913 -0.0595 -0.373 -0.285 -0.039 0.200
C 3.1990 0.0182 0.7427 0.540 -0.949 -0.668 -0.616
C 2.4312 0.1131 2.0249 -1.442 0.942 1.090 -0.403
C 0.9269 0.4820 1.6895 1.604 -0.800 -0.888 -0.612
H 3.3580 1.0152 0.3065 -0.558 -0.404 -0.261 0.209
H 2.6686 -0.7155 0.1091 0.017 0.812 -0.338 0.201
H 4.1932 -0.4211 0.7590 0.309 0.026 0.720 0.211
H 2.3657 -0.7790 2.6480 0.621 -0.207 -0.259 0.201
H 2.8316 0.9222 2.6567 0.026 -0.391 -0.064 0.194
H 0.7323 1.4968 1.9680 -0.473 0.512 0.203 0.209
H 0.8973 0.4079 0.5849 -0.386 0.191 0.673 0.200
H 0.2068 -0.2251 2.1159 0.133 0.316 0.003 0.209
```
Forces are in eV/Å.

Values from the calculation:
Net charge: 0
LUMO level in eV: 1.0
Calculated total energy in Ha: -277.46051
HOMO level in eV: -10.72
ΔE to the lowest compared entry with this formula, charge and spin in eV: 1.031

***

# C7H18ClGaIN2O2P

A molecular structure, C7H18ClGaIN2O2P at a distorted geometry (the ωB97M-V functional and the def2-TZVPD basis, the OMol25 dataset).

XYZ file:
```
33
Properties=species:S:1:pos:R:3:forces:R:3:nbo_charge:R:1
C -1.1989 0.4329 0.4677 1.237 -0.751 1.142 -1.166
I -3.1357 1.2475 -2.2224 -2.320 1.045 0.806 0.599
H -1.4539 0.5162 1.5411 -0.016 0.318 -0.479 0.252
H -1.7947 -0.3953 0.0952 -0.106 -0.028 -0.205 0.210
H -1.4131 1.3593 -0.0774 0.340 -0.252 0.497 0.186
Ga 0.8520 -0.2814 0.3789 -2.376 -0.925 0.733 1.408
P 1.6913 1.7281 -0.3122 2.553 2.073 -0.158 0.863
C 0.7297 3.1743 -0.8808 -0.541 -0.458 0.022 -0.925
C 2.5549 2.3475 1.2108 -0.295 -0.105 0.117 -0.921
H 3.6317 0.7563 -1.3429 0.066 0.002 -0.018 0.269
H 3.6975 2.5282 -1.4374 -0.276 -0.154 -0.115 0.268
H 2.5981 1.5853 -2.5194 0.223 0.063 0.010 0.251
C 3.0398 1.6536 -1.5218 0.035 -0.151 -0.065 -0.938
H 3.1768 1.5445 1.6286 -0.181 0.292 -0.174 0.280
H 3.1966 3.2110 0.9636 -0.371 -0.345 -0.076 0.266
H 1.3123 4.0900 -0.7199 -0.024 -0.322 -0.078 0.280
H -0.2090 3.2524 -0.3270 0.120 0.101 -0.035 0.248
H 1.8261 2.6555 1.9794 0.235 -0.130 -0.296 0.259
H 0.5084 3.0527 -1.9480 0.056 0.132 0.195 0.246
C -5.1068 1.8793 -1.2637 -4.543 -2.882 -1.111 0.644
O -6.2518 1.6554 -1.1562 6.428 1.909 -0.111 -0.254
Cl 2.5872 -1.0265 1.5858 -0.448 0.606 -0.400 -0.489
C -2.1849 -3.6241 -0.6166 -0.420 -0.446 0.009 -0.416
N -1.3895 -3.5958 0.5987 0.242 0.734 -0.029 -0.568
C -0.2860 -2.8783 0.8049 1.095 -0.634 -0.680 0.806
N 0.3988 -3.1370 1.9364 -0.566 0.560 -0.609 -0.797
O 0.1677 -2.0864 -0.1199 -0.238 -0.125 0.819 -0.794
H -2.0185 -2.7467 -1.2517 0.163 -0.284 0.350 0.214
H -3.2275 -3.6534 -0.2949 -0.010 0.080 -0.274 0.219
H -1.9824 -4.5501 -1.1770 0.010 0.444 0.044 0.230
H -1.6612 -4.1792 1.3704 -0.231 -0.257 -0.147 0.410
H 1.3003 -2.6836 2.0504 -0.196 -0.297 0.271 0.440
H 0.0448 -3.8321 2.5773 0.354 0.187 0.047 0.417
```
Forces are in eV/Å.

Values from the calculation:
Net charge: +2
LUMO level (alpha / beta) in eV: -11.1 / -11.1
Calculated total energy in Ha: -3560.94129
HOMO level (alpha / beta) in eV: -15.05 / -15.05
ΔE to the lowest compared entry with this formula, charge and spin in eV: 0.041

***

# C7H18ClI2LaO4P2

A molecular structure, C7H18ClI2LaO4P2 at a distorted geometry (the ωB97M-V functional and the def2-TZVPD basis, the OMol25 dataset).

XYZ file:
```
35
Properties=species:S:1:pos:R:3:forces:R:3:nbo_charge:R:1
I 5.1637 0.7846 -1.8792 0.038 -0.704 0.000 -0.011
I 5.2329 -1.9302 -1.9105 0.168 0.666 0.018 0.030
La -0.9278 0.0915 0.0950 -1.883 0.329 -0.092 2.058
P -1.1111 -0.3747 -2.8802 -1.494 -0.043 -1.402 0.743
C -0.0718 -0.3343 -4.3554 0.628 0.089 0.054 -0.933
C -2.1951 -1.7929 -3.2656 0.099 -0.215 0.424 -0.921
H -3.0332 1.0913 -2.4712 0.079 0.035 -0.254 0.255
H -2.6773 0.8692 -4.2156 -0.008 0.131 0.213 0.275
H -1.6563 1.9648 -3.2364 -0.254 -0.108 -0.059 0.247
C -2.2359 1.0314 -3.2254 0.164 0.208 0.347 -0.940
H -2.9558 -1.9015 -2.4816 0.135 -0.096 -0.284 0.267
H -2.6736 -1.6184 -4.2377 0.115 -0.047 0.224 0.263
H -0.7123 -0.2819 -5.2484 0.193 -0.040 0.314 0.271
H 0.5402 -1.2454 -4.3922 -0.040 0.300 -0.121 0.263
H -1.5760 -2.6984 -3.3193 -0.290 0.114 0.015 0.258
H 0.5745 0.5524 -4.3145 -0.015 -0.278 -0.199 0.256
C 1.0922 -0.6417 -1.3096 5.529 -1.391 -1.239 0.367
O 2.1309 -0.8652 -1.7735 -4.399 0.902 1.281 -0.353
Cl -3.4048 -0.6947 0.2523 0.449 0.119 -0.063 -0.602
C 2.3306 -0.4548 4.8947 0.236 -0.363 0.272 -0.255
O 1.5430 0.2607 3.8694 -0.956 -0.615 -2.001 -0.818
P 1.0678 -0.3343 2.4218 -0.221 1.538 1.743 1.682
O -0.6878 -0.4121 2.5143 1.903 0.004 0.096 -0.928
C -1.4720 -0.3278 3.7325 -0.684 -0.198 0.357 -0.253
O 0.9415 1.0946 1.4158 0.517 -1.022 1.043 -0.930
C 1.0489 2.4804 1.8734 0.099 0.121 0.008 -0.257
H 3.2972 -0.7981 4.4913 -0.511 0.226 0.019 0.218
H 1.7644 -1.3082 5.3092 0.170 0.482 -0.366 0.210
H 2.4980 0.2859 5.6846 -0.070 -0.206 -0.343 0.237
H -2.1675 -1.1700 3.7259 0.195 0.102 0.053 0.229
H -0.8364 -0.3617 4.6197 -0.014 0.016 -0.252 0.215
H -2.0492 0.5973 3.7196 0.164 -0.013 0.027 0.207
H 0.2496 3.0503 1.3868 0.121 -0.028 0.173 0.190
H 0.9511 2.5248 2.9567 -0.020 0.056 -0.104 0.229
H 2.0176 2.8670 1.5534 -0.142 -0.072 0.097 0.233
```
Forces are in eV/Å.

Values from the calculation:
Net charge: +2
LUMO level in eV: -8.1
Calculated total energy in Ha: -2347.88483
HOMO level in eV: -13.83
ΔE to the lowest compared entry with this formula, charge and spin in eV: 0.000